A structure of composition C13H16CsF3N3O5S3, computed with ωB97M-V/def2-TZVPD.

Calculated values
Kohn-Sham gap = 6.1 eV
Charge = +1
Highest occupied orbital energy = -10.774 eV

Geometry (Å):
C 3.8521 0.0032 0.8015
C 3.2922 1.2839 -0.0566
C 2.8362 2.5699 0.8744
C 1.9840 0.9080 -1.0291
C 0.7188 0.4324 -0.1050
C -0.0166 -0.9679 -0.6407
N -0.5959 -0.4581 -1.9773
C -0.0335 -1.1461 -3.0284
S 0.7346 -1.6658 -4.4667
O 0.9854 -1.9530 -1.1670
S 1.1271 -3.1921 -0.0067
O 2.0397 -2.7939 1.1774
O 1.4029 -4.4835 -0.8121
O -0.4530 -3.0248 0.6114
C -1.0989 -1.6830 0.4160
C -1.1289 -1.1422 1.9744
C -1.8410 0.3171 2.1829
S -3.7164 0.3072 2.0797
C -4.3086 1.4790 0.7437
N -5.6609 2.0778 0.4281
N -5.3568 2.8173 -0.7368
C -3.9244 2.7554 -1.2221
O -3.2768 1.8845 -0.2291
C -2.5633 -2.1660 -0.2121
F -2.3028 -3.2176 -1.2634
F -3.4714 -2.7375 0.8479
F -3.3272 -1.0738 -0.8557
H 3.8296 -0.9438 0.0957
H 4.9727 0.2276 1.1368
H 3.1758 -0.1280 1.7654
H 4.1189 1.6887 -0.8041
H 2.4724 3.4750 0.1894
H 3.7181 2.9876 1.5240
H 1.9321 2.3396 1.5934
H 2.2631 0.1913 -1.9100
H 1.6953 1.9485 -1.5392
H -0.1188 1.2737 -0.2338
H 1.0554 0.3008 1.0091
H -1.7302 -1.9621 2.5981
H -0.0160 -1.2056 2.3800
H -1.5799 0.6572 3.2972
H -1.4463 1.1735 1.4901
H -3.3777 3.2248 -2.1440
Cs 3.1391 -0.3791 -4.7768

***

An isolated molecule of C7H12, computed with ωB97M-V/def2-TZVPD.

Calculated values
Kohn-Sham gap = 10.0 eV
SMILES = C=CCC(=C)CC
Charge = 0
Highest occupied orbital energy = -9.113 eV

Geometry (Å):
C 0.0248 1.8873 1.1036
C 0.3863 1.6325 -0.3585
C 0.7113 0.1592 -0.6593
C 1.7082 -0.0823 -1.5226
C -0.5497 -0.6951 -0.6655
C -0.5926 -1.9553 0.2116
C -1.0833 -2.0792 1.4600
H -0.1108 0.9721 1.7005
H -1.0067 2.2694 1.1425
H 0.7466 2.4897 1.6437
H -0.3723 1.9083 -1.0896
H 1.3054 2.1534 -0.6407
H 1.7619 -1.0595 -1.9935
H 2.4168 0.6920 -1.7700
H -1.4686 -0.1601 -0.4544
H -0.6795 -1.1168 -1.6645
H -0.3265 -2.9079 -0.2306
H -1.6420 -2.9533 1.7701
H -1.2294 -1.1544 2.0171

***

A structure of composition C3H2HgO3, computed with ωB97M-V/def2-TZVPD.

Calculated values
Kohn-Sham gap (alpha / beta) = 5.6 / 7.8 eV
⟨S²⟩ = 0.7602
Charge = +1
Highest occupied orbital energy (alpha / beta) = -12.860 / -15.091 eV
2S+1 = 2

Geometry (Å):
H -0.1525 -0.5527 1.2965
O 1.8120 -0.6535 -0.0530
C 0.5519 -0.8933 0.1520
C -0.3097 0.3665 0.1386
C -1.6818 0.2190 -0.3384
O 0.3040 1.4938 -0.0902
O -2.7513 0.6504 -0.2090
Hg 2.1117 1.1630 -0.5798
H 0.1158 -1.7932 -0.3168